Entry 1:
This record from the OMol25 dataset describes an isolated ion of composition C2H4NO3S and charge +1 in a non-equilibrium geometry. The level of theory is ωB97M-V with the def2-TZVPD basis set.

Geometry as XYZ:
```
11
Properties=species:S:1:pos:R:3:forces:R:3:lowdin_charge:R:1
C 0.6061 0.7373 0.1371 -0.34 0.92 -0.85 -0.16
C 0.3485 0.0957 -1.2306 -0.24 -0.40 0.20 -0.31
N -0.8029 -0.4802 1.6016 -0.43 0.00 1.29 -0.05
O -0.9963 -1.1047 2.5605 0.66 0.84 -1.35 0.27
O 0.4427 -0.1221 1.2651 0.44 -0.94 1.24 0.02
O -1.4106 -1.3351 -0.0454 -0.55 -1.62 1.20 -0.44
S -1.3356 -0.6298 -1.3189 0.81 1.44 -1.73 1.15
H 1.6578 1.0352 0.2085 -0.27 -0.07 0.01 0.16
H -0.0159 1.6275 0.2638 0.09 -0.10 0.10 0.14
H 0.4236 0.8610 -2.0008 -0.03 0.06 -0.06 0.11
H 1.0825 -0.6848 -1.4409 -0.13 -0.12 -0.05 0.11
```
Positions in Å, forces in eV/Å.

Computed properties:
Kohn-Sham gap (alpha / beta): 0.322 / 0.234 hartree
Max |F|: 2.4 eV Å⁻¹
Molecular weight: 122.1 g/mol
Charge: +1
HOMO (alpha / beta): -16.043 / -14.590 eV
E_LUMO (alpha / beta): -7.3 / -8.2 eV

=====

Entry 2:
This record from the OMol25 dataset describes an isolated ion of composition C2H4NO4P and charge -2 in a non-equilibrium geometry. The level of theory is ωB97M-V with the def2-TZVPD basis set.

Geometry as XYZ:
```
12
Properties=species:S:1:pos:R:3:forces:R:3:lowdin_charge:R:1
C -0.2419 0.0619 -0.5017 -2.29 -1.66 -1.15 -0.20
C 0.8330 -0.7735 0.1139 -0.68 -2.51 -1.37 -0.39
N 0.6764 -2.1601 -0.3635 1.99 0.17 2.79 -0.08
O 1.1572 -3.1008 0.3803 -1.21 2.61 -1.82 -0.22
P 2.4752 0.4396 -0.0384 1.43 0.54 -0.43 0.10
O 3.6346 -0.5099 0.2209 -0.56 0.30 -0.51 -0.47
O 2.1932 1.3971 1.1125 -0.42 -0.35 -0.11 -0.47
O 2.2488 1.0539 -1.4135 0.42 -0.45 0.27 -0.47
H -1.2838 -0.4435 -0.6392 1.08 0.59 1.34 0.06
H -0.2772 1.0096 -0.0346 -0.31 0.99 0.49 0.04
H -0.1023 0.2060 -1.5496 1.00 0.49 -0.79 0.03
H 1.0256 -0.5997 1.1447 -0.45 -0.72 1.29 0.06
```
Positions in Å, forces in eV/Å.

Computed properties:
Kohn-Sham gap: 0.260 hartree
Max |F|: 3.4 eV Å⁻¹
Molecular weight: 137.0 g/mol
Charge: -2
HOMO: 0.096 eV
Structure (SMILES): C[C@@H](N=O)P(=O)([O-])[O-]
E_LUMO: 7.2 eV

=====

Entry 3:
This record from the OMol25 dataset describes C2H4NO4S as an isolated structure in a non-equilibrium geometry. The level of theory is ωB97M-V with the def2-TZVPD basis set.

Geometry as XYZ:
```
12
Properties=species:S:1:pos:R:3:forces:R:3:lowdin_charge:R:1
C -0.7825 0.1217 1.2962 4.64 -0.11 3.72 -0.07
C 0.6435 0.1007 0.6690 0.15 -1.12 -1.69 -0.48
N 0.0156 1.0575 -1.8433 -0.20 0.21 -1.04 -0.32
O 1.4660 -1.0467 0.9734 -0.59 -0.48 1.11 -0.40
O 0.2835 -0.0858 -2.3991 0.36 -1.59 0.18 -0.34
O -0.3693 1.9574 -2.6040 -0.64 2.14 0.06 -0.11
O -0.3523 -2.0311 -0.5917 -2.27 -1.83 0.18 -0.47
S 0.8095 -1.2162 -0.6338 2.56 2.69 0.91 0.93
H -0.6200 -0.9037 1.7001 -1.49 0.62 0.27 0.07
H -1.5709 0.2180 0.6635 -2.06 0.17 -2.06 0.02
H -0.8509 0.8945 2.1698 0.14 -1.37 -1.50 0.10
H 1.3278 0.9336 0.6000 -0.61 0.66 -0.14 0.09
```
Positions in Å, forces in eV/Å.

Computed properties:
Kohn-Sham gap (alpha / beta): 0.218 / 0.286 hartree
Max |F|: 5.9 eV Å⁻¹
Molecular weight: 138.1 g/mol
Charge: -1
Multiplicity: 3
HOMO (alpha / beta): -2.016 / -4.383 eV
E_LUMO (alpha / beta): 3.9 / 3.4 eV

=====

Entry 4:
This record from the OMol25 dataset describes one molecule with the formula C2H4NOP in a non-equilibrium geometry. The level of theory is ωB97M-V with the def2-TZVPD basis set.

Geometry as XYZ:
```
9
Properties=species:S:1:pos:R:3:forces:R:3:lowdin_charge:R:1
C -0.3965 -1.8383 -0.1079 0.22 -0.38 -1.41 -0.03
C 0.7604 0.9822 -0.1065 0.13 0.96 0.69 -0.14
N -1.2403 -1.0163 0.1018 -0.69 0.63 -0.22 -0.37
O -0.6216 1.3906 0.1672 1.69 0.66 -0.15 -0.56
P -1.9233 0.4467 -0.0681 -0.38 -0.24 0.31 0.81
H 0.8001 -0.0408 0.2842 0.83 0.33 -0.11 0.02
H 0.1463 -2.5496 0.4381 0.32 -0.79 1.25 0.03
H 1.5209 1.6835 0.5129 -2.01 -1.54 -1.70 0.13
H 0.9540 0.9420 -1.2218 -0.09 0.36 1.35 0.10
```
Positions in Å, forces in eV/Å.

Computed properties:
Kohn-Sham gap: 0.272 hartree
Max |F|: 3.1 eV Å⁻¹
Molecular weight: 89.0 g/mol
HOMO: -7.082 eV
E_LUMO: 0.3 eV

=====

Entry 5:
This record from the OMol25 dataset describes one molecule with the formula C2H4NOPS in a non-equilibrium geometry. The level of theory is ωB97M-V with the def2-TZVPD basis set.

Geometry as XYZ:
```
10
Properties=species:S:1:pos:R:3:forces:R:3:lowdin_charge:R:1
C -0.4765 -0.8665 -1.2851 -0.72 0.89 -0.96 -0.01
C -0.6030 -0.2234 0.0570 2.67 0.12 1.46 -0.60
O -1.6161 -0.1240 0.6983 -0.42 -0.17 -0.51 0.02
N 0.5785 0.3768 0.6081 -3.35 0.16 1.97 -0.23
P 0.4439 1.0213 2.2215 -0.02 0.04 -0.55 0.43
S 1.7679 2.3964 2.4073 -0.03 -0.39 -0.16 0.08
H -0.4199 0.0435 -1.9510 -0.41 -1.12 0.16 0.11
H 0.2825 -1.5722 -1.6426 0.41 0.44 1.01 0.09
H -1.4147 -1.3976 -1.3422 -0.44 0.11 -0.75 0.08
H 1.4573 0.3457 0.2287 2.32 -0.10 -1.67 0.03
```
Positions in Å, forces in eV/Å.

Computed properties:
Kohn-Sham gap: 0.299 hartree
Max |F|: 3.9 eV Å⁻¹
Molecular weight: 121.1 g/mol
HOMO: -9.080 eV
Structure (SMILES): CC(=O)NP=S
E_LUMO: -0.9 eV

=====

Entry 6:
This record from the OMol25 dataset describes one molecule with the formula C2H4NP in a non-equilibrium geometry. The level of theory is ωB97M-V with the def2-TZVPD basis set.

Geometry as XYZ:
```
8
Properties=species:S:1:pos:R:3:forces:R:3:lowdin_charge:R:1
C 1.0807 0.0326 -0.3233 0.61 0.68 2.33 -0.09
C -0.3307 0.3336 -0.1092 -4.20 -0.85 0.66 -0.58
P -1.9027 -0.6324 -0.0446 0.01 0.10 -2.33 0.77
N -1.3630 1.0612 0.1668 3.48 -0.10 -0.76 -0.16
H 1.3492 -0.7083 -1.0646 -0.42 -0.52 0.39 0.08
H 1.5641 -0.0465 0.7134 -0.74 -0.89 -1.32 0.12
H 1.5558 0.9081 -0.5921 1.11 2.20 -1.13 0.04
H -1.9534 -0.9483 1.2535 0.14 -0.62 2.15 -0.18
```
Positions in Å, forces in eV/Å.

Computed properties:
Kohn-Sham gap: 0.355 hartree
Max |F|: 4.3 eV Å⁻¹
Molecular weight: 73.0 g/mol
HOMO: -8.799 eV
Structure (SMILES): CC1=[PH]=N1
E_LUMO: 0.9 eV

=====

Entry 7:
This record from the OMol25 dataset describes one molecule with the formula C2H4NP in a non-equilibrium geometry. The level of theory is ωB97M-V with the def2-TZVPD basis set.

Geometry as XYZ:
```
8
Properties=species:S:1:pos:R:3:forces:R:3:lowdin_charge:R:1
P 1.4684 0.3241 -0.1087 -2.49 1.12 1.38 0.74
C -0.3876 -0.1123 -0.4038 0.27 0.74 0.66 -0.59
C -1.7045 0.6256 -0.1848 3.46 -1.69 -0.74 -0.12
N -1.4046 -0.1997 0.7009 -0.95 0.10 0.69 0.08
H 1.5835 -0.0293 1.3346 -0.29 -0.01 -1.28 -0.11
H 0.8200 1.5635 0.2753 1.32 0.05 -0.07 -0.12
H -0.5183 -0.8684 -1.1135 0.08 -1.52 -0.80 0.02
H -2.3456 1.0269 -0.9073 -1.40 1.20 0.16 0.09
```
Positions in Å, forces in eV/Å.

Computed properties:
Kohn-Sham gap: 0.372 hartree
Max |F|: 3.9 eV Å⁻¹
Molecular weight: 73.0 g/mol
HOMO: -9.386 eV
Structure (SMILES): P[C@@H]1C=N1
E_LUMO: 0.7 eV

=====

Entry 8:
This record from the OMol25 dataset describes one molecule with the formula C2H4NP in a non-equilibrium geometry. The level of theory is ωB97M-V with the def2-TZVPD basis set.

Geometry as XYZ:
```
8
Properties=species:S:1:pos:R:3:forces:R:3:lowdin_charge:R:1
C 0.6479 -1.0183 -0.1944 2.64 1.70 1.61 -0.44
C -0.0064 0.2243 -0.7576 0.07 -1.99 -0.33 -0.43
N -0.1230 -1.9605 -0.0791 -0.48 -0.46 -0.31 0.16
P -0.6850 1.4785 0.2610 3.22 2.88 -0.75 0.76
H 1.7051 -0.9343 0.3415 -1.85 -0.37 -1.14 0.13
H -0.5319 -0.0227 -1.6486 -0.34 0.10 -0.81 0.02
H 0.5172 1.4910 1.1477 -1.49 -0.04 -0.27 -0.06
H -1.5240 0.7420 0.9294 -1.76 -1.81 1.99 -0.16
```
Positions in Å, forces in eV/Å.

Computed properties:
Kohn-Sham gap (alpha / beta): 0.314 / 0.318 hartree
Max |F|: 4.4 eV Å⁻¹
Molecular weight: 73.0 g/mol
HOMO (alpha / beta): -9.522 / -9.255 eV
E_LUMO (alpha / beta): -1.0 / -0.6 eV

=====

Entry 9:
This record from the OMol25 dataset describes a 2-piece molecular cluster, C2H4NP overall in a non-equilibrium geometry. The level of theory is ωB97M-V with the def2-TZVPD basis set.

Geometry as XYZ:
```
8
Properties=species:S:1:pos:R:3:forces:R:3:lowdin_charge:R:1
C -0.5618 0.1385 0.2619 3.61 1.97 -2.14 -0.73
C 0.5504 0.6447 -0.4903 -2.13 0.02 2.45 -0.41
N -1.7322 -0.1087 0.1242 -5.79 -1.59 1.10 0.11
P 1.0940 0.0656 1.1850 0.31 -0.27 -0.90 0.84
H 1.6468 -0.5524 -1.4940 0.52 -0.65 -0.29 0.10
H 0.5907 1.5209 -1.1569 0.26 -0.52 0.71 0.06
H -2.5284 -0.3963 0.8139 2.67 0.82 -1.28 0.12
H 0.9404 -1.3125 0.7562 0.54 0.22 0.35 -0.08
```
Positions in Å, forces in eV/Å.

Computed properties:
Kohn-Sham gap (alpha / beta): 0.295 / 0.237 hartree
Max |F|: 6.1 eV Å⁻¹
Molecular weight: 73.0 g/mol
Multiplicity: 3
HOMO (alpha / beta): -7.223 / -8.597 eV
E_LUMO (alpha / beta): 0.8 / -2.2 eV

=====

Entry 10:
This record from the OMol25 dataset describes one molecule with the formula C2H4NPS in a non-equilibrium geometry. The level of theory is ωB97M-V with the def2-TZVPD basis set.

Geometry as XYZ:
```
9
Properties=species:S:1:pos:R:3:forces:R:3:lowdin_charge:R:1
S -4.1770 -0.7315 0.0808 3.21 3.93 -0.01 -0.30
P -2.6308 1.2200 0.0618 -3.23 -4.06 -0.23 0.68
N -1.1874 0.5811 -0.2938 -0.62 -0.34 -0.77 -0.53
C -0.2928 -0.5240 -0.0478 -0.29 -1.49 0.56 -0.14
C 0.1542 0.8773 0.0953 -1.09 0.25 3.66 -0.18
H -0.0361 -1.2369 -0.8789 -0.26 1.15 0.84 0.13
H -0.4569 -0.9745 0.9596 -0.01 -0.15 -1.18 0.12
H 0.0470 1.1780 1.1998 1.33 -0.04 -1.74 0.13
H 0.8046 1.3969 -0.5254 0.96 0.75 -1.14 0.08
```
Positions in Å, forces in eV/Å.

Computed properties:
Kohn-Sham gap (alpha / beta): 0.244 / 0.244 hartree
Max |F|: 5.2 eV Å⁻¹
Molecular weight: 105.1 g/mol
HOMO (alpha / beta): -8.167 / -8.166 eV
Structure (SMILES): S=PN1CC1
E_LUMO (alpha / beta): -1.5 / -1.5 eV

=====

- What is the molecular weight in the eighth record?
  73.0 g/mol